(1)
{"formula": "C5H12O", "method": "the ωB97M-V functional and the def2-TZVPD basis", "smiles": "CC[C@@H](C)OC", "homo_ev": -9.659, "total_energy_ev": -7425.646, "orbital_gap_ha": 0.3969, "charge": 0, "spin_multiplicity": 1, "largest_force_ev_per_a": 1.53, "symbols": ["C", "C", "C", "C", "O", "C", "H", "H", "H", "H", "H", "H", "H", "H", "H", "H", "H", "H"], "coordinates": [[-0.7521, 1.7744, 1.6368], [-0.1957, 0.3577, 1.3280], [0.2219, -0.0055, -0.1232], [1.2526, -1.3348, -0.2287], [-0.9630, -0.1738, -0.8492], [-0.6041, -0.5996, -2.1352], [-0.0496, 2.5735, 1.3695], [-1.7058, 1.9890, 1.1397], [-0.9344, 1.8727, 2.7207], [-0.9585, -0.3668, 1.6414], [0.6820, 0.2040, 1.9593], [0.7819, 0.8422, -0.5595], [2.2469, -0.9447, -0.0215], [1.4815, -2.0101, -1.0968], [0.9512, -2.0599, 0.5252], [-0.1838, 0.2228, -2.7337], [0.2091, -1.3123, -1.9474], [-1.4802, -1.0286, -2.6253]], "atomic_forces_ev_per_a": [[0.12, -0.12, -0.21], [0.28, -0.26, -0.03], [0.74, -0.56, 0.12], [-0.24, 0.66, 0.86], [-0.01, -0.09, 0.06], [0.08, -0.16, -0.35], [-0.04, -0.21, -0.06], [0.24, -0.20, -0.04], [0.11, -0.17, -0.39], [0.24, -0.04, -0.10], [0.00, -0.06, 0.08], [0.03, -0.18, 0.06], [0.03, 0.05, 0.57], [-0.81, 1.18, 0.27], [0.09, 0.18, 0.42], [-0.20, 0.01, -0.01], [-0.86, -0.05, -1.26], [0.20, 0.02, 0.00]], "mulliken_charge": [-1.193, -0.597, 0.311, -1.291, -0.352, -0.605, 0.325, 0.291, 0.345, 0.307, 0.356, 0.280, 0.339, 0.406, 0.297, 0.275, 0.246, 0.261]}

(2)
{"formula": "C5H12O", "method": "the ωB97M-V functional and the def2-TZVPD basis", "smiles": "CC=O.CCC", "homo_ev": -9.927, "total_energy_ev": -7425.262, "orbital_gap_ha": 0.3998, "charge": 0, "spin_multiplicity": 1, "largest_force_ev_per_a": 4.68, "symbols": ["C", "C", "O", "H", "H", "H", "H", "C", "C", "C", "H", "H", "H", "H", "H", "H", "H", "H"], "coordinates": [[2.0077, 0.3060, -2.2665], [0.7154, -0.0174, -2.7974], [0.0434, -0.9728, -2.4071], [2.2288, 0.1394, -1.2063], [2.1619, 1.3213, -2.4303], [2.7687, -0.1873, -2.8170], [0.2956, 0.4579, -3.6486], [-0.2486, 0.3823, 3.3064], [-1.2503, -0.3828, 2.4343], [-1.3036, 0.4082, 1.1417], [0.6582, 0.4950, 2.8237], [0.1988, -0.1582, 4.1380], [-0.7793, 1.1618, 3.7429], [-2.2422, -0.4119, 3.0438], [-0.8930, -1.4359, 2.3226], [-1.9188, 0.0743, 0.3736], [-1.9822, 1.3235, 1.3059], [-0.3675, 0.8243, 0.6973]], "atomic_forces_ev_per_a": [[1.12, 0.42, 1.41], [-2.48, -3.84, 1.00], [0.75, 1.15, -0.05], [-0.67, -0.42, -0.21], [0.55, 2.06, -0.33], [0.71, -0.68, -0.73], [0.01, 1.33, -1.07], [-0.59, -2.81, 1.18], [0.13, -0.65, 1.26], [-1.38, 2.87, 0.50], [1.51, 1.58, -1.68], [-0.82, -0.73, 0.61], [-0.12, 2.19, 0.37], [1.44, -0.03, -1.53], [-0.44, 0.74, -0.23], [-0.61, -1.80, -1.62], [1.34, -0.60, 0.43], [-0.47, -0.76, 0.69]], "mulliken_charge": [-0.929, 0.064, -0.482, 0.263, 0.342, 0.321, 0.422, -1.289, -0.172, -1.044, 0.398, 0.356, 0.344, 0.202, 0.283, 0.416, 0.272, 0.233]}

(3)
{"formula": "C5H12O", "method": "the ωB97M-V functional and the def2-TZVPD basis", "homo_ev": -9.777, "total_energy_ev": -7420.446, "orbital_gap_ha": 0.3866, "charge": 0, "spin_multiplicity": 1, "largest_force_ev_per_a": 5.81, "symbols": ["C", "C", "C", "C", "C", "H", "H", "H", "H", "H", "H", "H", "H", "H", "H", "H", "H", "O"], "coordinates": [[0.6569, 0.5762, -1.8589], [-0.2297, -0.1245, -0.8353], [0.1789, -1.5672, -0.4777], [-0.2751, 0.7948, 0.4489], [-1.2382, 0.0183, 1.4518], [0.3147, 1.3795, -2.6695], [0.9360, -0.2837, -2.6831], [1.7707, 0.7535, -1.5186], [-1.1555, -0.2337, -1.3423], [-0.4884, -1.6851, 0.6858], [-0.5758, -2.4771, -1.1714], [1.2975, -1.6098, -0.4192], [-0.2641, 1.8503, 0.2775], [-0.3926, -0.7514, 1.8630], [-2.1300, -0.7428, 0.7702], [-2.0519, 0.7552, 2.1245], [0.7291, -0.1661, 2.0588], [0.9317, 0.6282, 1.2064]], "atomic_forces_ev_per_a": [[3.49, -1.93, -4.18], [0.98, 1.57, -0.24], [-3.95, -1.61, 1.68], [-0.13, -4.38, 1.92], [-4.55, 0.18, -1.11], [0.22, -1.22, 2.61], [-0.72, 1.65, 1.71], [-2.35, 0.26, -0.21], [-1.40, 0.43, 0.11], [2.97, -0.69, -4.03], [3.16, 2.89, 1.82], [-1.21, -0.88, -0.01], [-1.05, 0.58, -0.24], [-3.56, 1.53, 0.30], [2.66, 2.36, 2.18], [3.06, -2.37, -1.34], [1.45, 4.02, -3.93], [0.91, -2.38, 2.97]], "mulliken_charge": [-1.361, 0.503, -0.962, -0.088, -1.042, 0.318, 0.301, 0.283, 0.322, 0.200, 0.253, 0.298, 0.493, 0.210, 0.246, 0.231, 0.394, -0.599]}

(4)
{"formula": "C5H12O", "method": "the ωB97M-V functional and the def2-TZVPD basis", "smiles": "CCCO.C=C", "homo_ev": -10.055, "total_energy_ev": -7426.012, "orbital_gap_ha": 0.4109, "charge": 0, "spin_multiplicity": 1, "largest_force_ev_per_a": 0.46, "symbols": ["C", "C", "C", "O", "H", "H", "H", "H", "H", "H", "H", "H", "C", "C", "H", "H", "H", "H"], "coordinates": [[2.9924, -0.0574, -0.1589], [1.8028, -1.0038, -0.0325], [0.4668, -0.2845, -0.0941], [-0.5528, -1.2494, 0.0400], [3.9385, -0.6060, -0.1111], [2.9985, 0.6856, 0.6478], [2.9713, 0.4852, -1.1117], [1.8478, -1.5531, 0.9155], [1.8221, -1.7539, -0.8319], [0.4178, 0.4702, 0.7116], [0.3839, 0.2617, -1.0510], [-1.4019, -0.7878, -0.0013], [-2.8131, 1.0592, 0.4641], [-3.0397, 0.7713, -0.8148], [-1.9425, 1.6338, 0.7737], [-3.4884, 0.7348, 1.2520], [-3.9104, 0.1997, -1.1267], [-2.3630, 1.0972, -1.6018]], "atomic_forces_ev_per_a": [[0.04, 0.05, -0.01], [-0.01, -0.06, 0.00], [0.38, 0.26, -0.03], [-0.29, 0.04, 0.00], [-0.14, 0.09, -0.01], [-0.01, -0.10, -0.11], [0.00, -0.08, 0.13], [0.01, 0.07, -0.12], [0.01, 0.09, 0.10], [-0.01, -0.16, -0.11], [-0.01, -0.13, 0.14], [0.10, -0.14, 0.02], [-0.06, 0.01, -0.17], [0.01, 0.06, 0.16], [-0.14, -0.08, -0.07], [0.08, 0.04, -0.13], [0.12, 0.08, 0.07], [-0.09, -0.03, 0.13]], "mulliken_charge": [-1.151, -0.349, -0.242, -0.507, 0.328, 0.312, 0.311, 0.285, 0.294, 0.207, 0.247, 0.233, -0.490, -0.464, 0.262, 0.234, 0.248, 0.242]}

(5)
{"formula": "C5H12O", "method": "the ωB97M-V functional and the def2-TZVPD basis", "smiles": "CC=C(C)C.O", "homo_ev": -8.786, "total_energy_ev": -7426.018, "orbital_gap_ha": 0.3542, "charge": 0, "spin_multiplicity": 1, "largest_force_ev_per_a": 1.80, "symbols": ["C", "C", "C", "C", "C", "H", "H", "H", "H", "H", "H", "H", "H", "H", "H", "O", "H", "H"], "coordinates": [[1.1537, -0.6461, 1.7440], [0.2235, -1.5916, 0.9987], [-0.2853, -1.3775, -0.2133], [-1.6035, -1.8974, -0.7268], [0.2214, -0.3174, -1.1745], [2.1652, -1.0358, 1.7646], [1.0043, 0.3068, 1.2190], [0.7566, -0.2802, 2.6961], [-0.1787, -2.4011, 1.6095], [-1.6356, -2.0160, -1.8174], [-2.4049, -1.2037, -0.4873], [-1.8104, -2.8987, -0.3343], [0.6034, -0.8465, -2.0612], [1.0399, 0.2634, -0.7449], [-0.5510, 0.3337, -1.5895], [0.6756, 4.9276, -0.4731], [-0.1642, 4.8171, -0.0299], [0.7900, 5.8636, -0.3799]], "atomic_forces_ev_per_a": [[-1.11, 0.64, -1.27], [-0.53, -0.05, 0.91], [-0.65, 1.49, -0.65], [0.39, -1.54, -0.17], [0.70, -0.40, 0.04], [0.25, 0.48, 0.33], [1.15, -0.13, -0.27], [0.19, -1.13, 0.41], [-0.16, 0.01, -0.23], [0.28, 0.14, 0.11], [-0.07, 0.04, 0.27], [-0.30, 0.23, 0.21], [0.12, 0.09, 0.19], [-0.14, 0.08, -0.30], [-0.13, 0.06, 0.42], [-0.12, -0.41, 0.00], [-0.37, -0.48, 0.12], [0.49, 0.88, -0.12]], "mulliken_charge": [-1.009, -0.231, 0.641, -1.288, -1.251, 0.256, 0.243, 0.325, 0.341, 0.341, 0.263, 0.376, 0.282, 0.399, 0.311, -0.626, 0.316, 0.310]}

(6)
{"formula": "C5H12O", "method": "the ωB97M-V functional and the def2-TZVPD basis", "smiles": "CCOC(C)C", "homo_ev": -9.691, "total_energy_ev": -7426.901, "orbital_gap_ha": 0.3994, "charge": 0, "spin_multiplicity": 1, "largest_force_ev_per_a": 0.31, "symbols": ["C", "C", "O", "C", "C", "C", "H", "H", "H", "H", "H", "H", "H", "H", "H", "H", "H", "H"], "coordinates": [[2.6995, -0.1435, 0.1789], [1.3565, 0.5629, 0.1696], [0.3869, -0.3443, -0.3057], [-0.9345, 0.1663, -0.3081], [-1.7411, -0.7024, -1.2622], [-1.5341, 0.1706, 1.0999], [2.9339, -0.5220, -0.8197], [2.6758, -0.9936, 0.8665], [3.4977, 0.5377, 0.4932], [1.1086, 0.9142, 1.1828], [1.3873, 1.4559, -0.4772], [-0.9177, 1.1983, -0.6995], [-2.7536, -0.3015, -1.3835], [-1.8165, -1.7260, -0.8781], [-1.2521, -0.7338, -2.2405], [-1.1096, 0.9543, 1.7363], [-1.3455, -0.7970, 1.5736], [-2.6167, 0.3263, 1.0552]], "atomic_forces_ev_per_a": [[0.00, 0.00, -0.01], [0.22, 0.14, 0.12], [0.07, 0.00, -0.01], [-0.30, 0.07, -0.01], [0.00, 0.00, 0.00], [0.00, 0.05, 0.01], [-0.01, 0.06, 0.10], [0.00, 0.10, -0.07], [-0.14, -0.09, -0.05], [0.01, -0.09, -0.10], [-0.01, -0.14, 0.03], [0.02, -0.12, 0.04], [0.16, -0.07, 0.02], [0.03, 0.14, -0.04], [-0.10, -0.01, 0.14], [-0.04, -0.13, -0.12], [-0.04, 0.05, -0.05], [0.14, 0.03, 0.00]], "mulliken_charge": [-1.265, -0.114, -0.341, 0.638, -1.440, -1.372, 0.301, 0.300, 0.388, 0.220, 0.290, 0.251, 0.405, 0.327, 0.341, 0.337, 0.332, 0.402]}

(7)
{"formula": "C5H12O", "method": "the ωB97M-V functional and the def2-TZVPD basis", "smiles": "C=CC(C)C.O", "homo_ev": -10.021, "total_energy_ev": -7426.551, "orbital_gap_ha": 0.4059, "charge": 0, "spin_multiplicity": 1, "largest_force_ev_per_a": 0.18, "symbols": ["C", "C", "C", "C", "C", "H", "H", "H", "H", "H", "H", "H", "H", "H", "H", "O", "H", "H"], "coordinates": [[-1.5389, -0.1897, -1.1160], [-0.6776, -0.6001, -0.1875], [0.7179, -0.0512, -0.0185], [1.6766, -0.9130, -0.8492], [1.1446, 0.0004, 1.4507], [-2.5209, -0.6369, -1.2379], [-1.2866, 0.6274, -1.7916], [-0.9556, -1.4235, 0.4738], [0.7365, 0.9716, -0.4215], [1.3787, -0.9020, -1.9027], [1.6457, -1.9564, -0.5122], [2.7099, -0.5552, -0.7667], [1.1047, -0.9982, 1.9056], [0.5038, 0.6701, 2.0346], [2.1743, 0.3646, 1.5388], [-2.5077, 1.9877, 0.7665], [-2.1121, 1.1176, 0.6297], [-2.1934, 2.4867, 0.0042]], "atomic_forces_ev_per_a": [[0.11, -0.09, 0.07], [-0.10, 0.04, -0.13], [0.00, 0.02, -0.04], [0.07, -0.06, -0.06], [0.01, 0.01, 0.05], [0.14, 0.02, 0.04], [-0.02, -0.12, 0.08], [0.04, 0.07, -0.09], [-0.02, -0.16, 0.02], [0.10, 0.01, 0.14], [0.04, 0.14, -0.01], [-0.18, -0.06, 0.00], [-0.01, 0.16, -0.09], [0.05, -0.12, -0.09], [-0.15, -0.06, -0.02], [0.06, 0.15, 0.00], [-0.07, 0.02, 0.02], [-0.08, 0.04, 0.11]], "mulliken_charge": [-0.770, -0.419, 0.917, -1.442, -1.499, 0.271, 0.350, 0.258, 0.160, 0.344, 0.354, 0.402, 0.338, 0.357, 0.393, -0.687, 0.344, 0.328]}

(8)
{"formula": "C5H12O", "method": "the ωB97M-V functional and the def2-TZVPD basis", "homo_ev": -8.073, "total_energy_ev": -7422.307, "orbital_gap_ha": 0.3363, "charge": 0, "spin_multiplicity": 1, "largest_force_ev_per_a": 4.77, "symbols": ["C", "C", "C", "C", "O", "C", "H", "H", "H", "H", "H", "H", "H", "H", "H", "H", "H", "H"], "coordinates": [[-2.4698, 0.6116, -0.1309], [-1.2880, -0.2358, -0.6436], [-0.3747, -0.7321, 0.4238], [0.9689, -1.2141, 0.0253], [1.7786, -0.2871, 0.8594], [2.3088, 0.8004, 0.1412], [-3.0521, 0.0013, 0.5714], [-3.1012, 0.8764, -0.9963], [-2.2192, 1.5787, 0.3926], [-0.6633, 0.3968, -1.2999], [-1.5974, -1.1502, -1.1745], [0.4224, 0.5716, 0.8975], [-0.7666, -1.2177, 1.3356], [1.2922, -2.1281, 0.5061], [1.3448, -0.8867, -0.9395], [2.5458, 1.3394, 1.0927], [1.7482, 1.3609, -0.6953], [3.1225, 0.3149, -0.3657]], "atomic_forces_ev_per_a": [[-0.15, 0.03, -0.18], [-0.10, 0.09, 0.06], [1.06, 3.88, 1.32], [1.31, 1.98, 2.16], [0.57, -1.36, 0.04], [0.83, 0.19, 0.65], [-0.09, 0.25, -0.15], [0.03, -0.11, 0.44], [0.26, -1.13, -0.55], [-0.38, -0.47, -0.11], [-0.59, 0.58, -0.43], [-3.68, -3.02, -0.34], [-0.09, 0.26, -0.66], [-0.14, -0.81, -1.03], [-0.61, -1.34, -0.77], [0.68, 0.99, -1.83], [-0.13, -0.74, 1.73], [1.23, 0.74, -0.36]], "mulliken_charge": [-1.135, -0.161, -0.452, -0.580, -0.374, -0.829, 0.298, 0.346, 0.285, 0.179, 0.273, 0.198, 0.357, 0.238, 0.414, 0.273, 0.301, 0.371]}